1.
Here is a structure of composition C22H18N4O6Ti from OMol25. Energies are from ωB97M-V with the def2-TZVPD basis set.

Properties
max |F|: 0.3 eV Å⁻¹
gap between HOMO and LUMO (alpha / beta): 4.853 / 6.688 eV
net charge: -2
multiplicity: 3
E: -2369.30937 Eh

Structure (XYZ):
```
51
Properties=species:S:1:pos:R:3:nbo_charge:R:1
Ti 0.28 -0.31 -0.68 1.520
O 0.39 3.96 -0.24 -0.695
C 0.10 2.78 -0.41 0.758
O 0.83 1.83 -0.83 -0.734
C -1.34 2.34 -0.18 0.117
C -2.37 3.18 0.20 -0.228
C -3.67 2.67 0.21 -0.181
C -3.88 1.36 -0.19 -0.226
C -2.79 0.58 -0.54 0.118
N -1.55 1.07 -0.49 -0.457
C -2.87 -0.84 -1.07 0.741
O -3.99 -1.33 -1.26 -0.714
O -1.73 -1.34 -1.27 -0.729
H -2.15 4.20 0.46 0.230
H -4.50 3.29 0.51 0.196
H -4.87 0.92 -0.25 0.231
C -2.70 -0.01 4.19 -0.295
C -2.85 -0.71 3.00 -0.202
C -1.79 -0.85 2.12 -0.281
C -0.55 -0.26 2.39 0.255
C -0.40 0.43 3.60 -0.271
C -1.46 0.56 4.48 -0.222
N 0.47 -0.37 1.45 -0.479
N 1.69 -0.31 2.01 -0.282
C 2.71 -0.32 1.08 0.065
C 4.03 -0.33 1.58 -0.224
C 5.10 -0.29 0.72 -0.265
C 4.88 -0.23 -0.66 -0.287
C 3.57 -0.22 -1.14 -0.178
C 2.45 -0.28 -0.31 -0.382
H -3.53 0.10 4.88 0.184
H -3.80 -1.17 2.75 0.198
H -1.90 -1.43 1.22 0.235
H 0.57 0.87 3.82 0.227
H -1.32 1.11 5.40 0.185
H 4.18 -0.37 2.66 0.191
H 6.12 -0.30 1.10 0.178
H 5.72 -0.19 -1.35 0.175
H 3.44 -0.17 -2.22 0.142
N 0.45 -0.03 -2.91 -0.829
C 0.28 -1.25 -3.71 -0.215
C 1.32 -2.30 -3.34 -0.524
C 1.06 -3.01 -2.00 0.811
O 1.23 -4.23 -1.96 -0.702
O 0.69 -2.28 -1.03 -0.735
H -0.23 0.68 -3.15 0.381
H 1.37 0.37 -3.01 0.387
H 0.34 -1.03 -4.78 0.155
H -0.72 -1.64 -3.49 0.230
H 2.31 -1.83 -3.27 0.214
H 1.37 -3.06 -4.11 0.212
```


2.
Here is the ion C4H10S with charge +1 in a non-equilibrium geometry from OMol25. Energies are from ωB97M-V with the def2-TZVPD basis set.

Properties
max |F|: 4.0 eV Å⁻¹
gap between HOMO and LUMO (alpha / beta): 12.058 / 7.053 eV
net charge: +1
multiplicity: 2
E: -556.22602 Eh

Structure (XYZ):
```
15
Properties=species:S:1:pos:R:3:nbo_charge:R:1
C 0.04 0.28 2.33 -0.621
C -0.74 0.42 1.01 -0.414
C 0.14 -0.25 0.03 -0.569
S 1.12 0.62 -1.23 0.904
C 0.41 -0.20 -2.66 -0.823
H 1.15 0.33 2.27 0.212
H -0.17 -0.80 2.68 0.226
H -0.29 1.08 2.98 0.241
H -1.64 -0.22 1.05 0.246
H -0.91 1.44 0.62 0.224
H 0.69 -1.05 0.48 0.278
H -0.64 -0.64 -0.67 0.238
H 0.95 0.36 -3.43 0.268
H -0.67 -0.05 -2.67 0.284
H 0.54 -1.31 -2.77 0.306
```